Density functional theory data (ωB97M-V/def2-TZVPD) for a molecular structure, C46H58N3O2PtS2.

The HOMO energy is -9.8 eV. As for the total charge: +1. The LUMO energy comes out at -4.83 eV. The energy above the lowest of the compared OMol25 structures with the same formula, charge and spin comes out at 9.0 kcal per mole.

Each line ends with the Löwdin charge.
Positions of all 112 atoms, in Å:
N -0.938 -2.161 4.314  -0.1046
C -0.512 1.529 -1.637  -0.1617
C 4.378 0.259 6.515  -0.0724
C 4.694 -1.076 6.696  -0.0670
H 1.741 -3.689 -1.755  0.0840
H -0.696 4.982 -5.680  0.0903
C 0.049 -2.302 5.361  -0.0870
H -3.099 -2.769 7.286  0.1128
C -0.821 -2.544 -4.779  0.0601
H -0.444 -2.662 6.263  0.1368
C 3.146 -2.646 3.617  -0.1220
O -0.074 1.087 0.647  -0.2679
H -0.890 -5.296 -4.773  0.0771
H -0.834 -2.263 -7.623  0.0902
C 0.911 -2.148 2.770  -0.5996
H -1.301 -5.394 -3.060  0.0928
H 4.685 0.989 7.248  0.1080
H 1.640 -5.418 -2.080  0.0892
C 3.289 -0.274 4.444  -0.0357
H 1.819 5.365 2.217  0.0896
C 0.481 -4.227 -3.447  -0.5341
H -0.763 -3.253 -5.584  0.1025
H 0.570 5.823 1.066  0.0898
H -4.035 -1.700 -5.789  0.0933
C -0.147 4.761 -3.616  -0.5578
H 2.858 2.885 0.647  0.0967
C 1.288 5.258 -3.842  -0.0310
H -2.026 0.549 -4.132  0.1126
H 1.301 5.973 -4.660  0.0898
H 2.751 0.040 3.561  0.0876
H 1.287 -4.106 -5.478  0.0784
H 0.285 -4.582 -1.313  0.0877
C -3.509 -0.810 8.022  -0.0722
H 5.244 -1.395 7.568  0.1091
C 1.396 5.138 1.241  -0.0522
H -1.097 6.664 -4.005  0.0899
C -2.703 -1.270 5.799  -0.2239
H -0.424 2.440 2.382  0.0707
H 0.503 -1.329 5.577  0.1469
C -0.153 3.746 -2.493  -0.1451
H 1.830 1.728 1.495  0.0532
H -3.879 1.246 8.491  0.1079
C 4.304 -2.012 5.753  -0.0464
C 0.260 4.146 -1.210  0.0667
C -0.110 3.479 2.337  -0.0300
C 3.676 0.659 5.390  -0.0651
H -1.689 3.815 -4.822  0.0882
H -2.357 -3.017 -7.106  0.0884
H -2.055 5.574 -3.001  0.0949
C -2.332 -2.247 4.710  -0.1289
H 3.444 -2.367 2.604  0.0752
C -0.478 -5.382 -3.772  -0.0330
H 2.219 -5.116 -4.373  0.0882
H -3.793 0.019 -5.466  0.0781
C 1.642 -4.198 -4.455  -0.0326
H -1.619 1.152 -6.275  0.0655
H -2.939 -2.060 3.822  0.0688
H 1.897 -3.408 5.626  0.1328
C -0.539 -2.100 3.036  -0.6750
C -2.727 0.093 5.530  -0.0316
C 0.306 3.302 -0.120  -0.0733
C -0.117 1.966 -0.318  -0.2422
H -2.444 0.445 4.548  0.1157
S 1.613 -1.519 1.376  0.7602
H 2.622 3.025 2.393  0.0847
C -1.458 -1.324 -5.019  -0.1389
H -0.773 2.077 -3.681  0.0877
H 1.942 4.429 -4.100  0.0931
H 2.301 -3.356 -4.243  0.0936
H 2.169 5.309 0.494  0.0884
C -0.900 -0.655 -2.773  -0.1585
H 4.560 -3.054 5.888  0.1151
H 0.325 3.756 3.296  0.0869
H 3.434 1.701 5.245  0.1057
H 1.684 5.748 -2.958  0.0791
O 0.035 -2.243 -1.297  -0.2719
C 0.919 3.684 1.217  -0.5290
C -0.361 -1.974 -2.503  -0.2290
C 2.136 2.771 1.454  -0.0277
H -4.052 -0.538 -7.115  0.0886
H -3.172 2.047 6.269  0.1062
N 1.699 -2.736 3.669  -0.1003
C -2.075 -0.989 -6.364  -0.5554
H 0.664 -4.250 4.658  0.1488
C -1.049 5.932 -3.204  -0.0339
C -3.584 -0.785 -6.166  -0.0352
Pt 0.017 -0.693 -0.137  1.0039
C -3.091 -1.712 7.058  -0.0461
H 0.052 -6.328 -3.701  0.0890
H 3.562 -3.627 3.857  0.1402
C -0.263 -2.905 -3.563  -0.0725
N -0.737 0.186 -1.705  0.0070
C -3.540 0.545 7.743  -0.0759
H -2.359 -1.771 -8.340  0.0899
C -3.142 0.993 6.495  -0.0704
H -0.674 6.428 -2.314  0.0783
C -0.674 4.191 -4.935  -0.0598
C 1.071 -4.491 -2.059  -0.0565
C -1.435 0.294 -6.915  -0.0360
H 0.592 5.161 -1.091  0.1035
C 1.116 -3.276 4.879  -0.0819
H -3.822 -1.165 8.991  0.1073
C -1.501 -0.382 -3.993  0.0417
H -0.986 4.099 2.162  0.0927
C 3.608 -1.617 4.619  -0.2175
H -2.532 -3.269 5.054  0.1421
C -0.528 2.431 -2.697  0.0615
C -1.886 -2.087 -7.413  -0.0568
H -1.851 0.514 -7.896  0.0889
H -0.030 3.400 -5.313  0.0856
S -1.635 -2.033 1.779  0.7721
H -0.360 0.164 -7.023  0.0943



Density functional theory data (ωB97M-V/def2-TZVPD) for 8 unconnected molecules or ions with the total composition C16H41F3N3O7P.

As for the SMILES: CC[C@@H](C)[C@@H](C#N)[C@@](C#N)([PH2]=N)C(F)(F)F.CO.CO.CO.CO.CO.CO.CO. The HOMO energy is -9.1 eV. The LUMO energy comes out at 0.43 eV.

Each line ends with the Löwdin charge.
Positions of all 71 atoms, in Å:
H 1.190 2.427 0.787  0.0700
H 5.638 2.551 -3.591  0.0739
O -3.226 -4.248 2.006  -0.1389
O -4.168 -5.965 4.883  -0.1236
H 3.549 1.738 -7.373  0.0769
H 0.630 5.310 -1.451  0.0759
H -6.048 -6.646 5.240  0.0742
F -0.197 0.952 2.213  0.1632
C 2.168 0.454 0.640  -0.3158
H 1.251 -0.993 -0.665  0.1471
H -5.813 -5.989 3.610  0.0723
H 1.296 5.717 -3.051  0.0759
H -0.158 -1.610 5.781  0.0753
H -6.217 2.676 -0.691  0.0767
C 4.510 1.813 -6.859  -0.1595
H 0.849 4.042 -2.670  0.0615
H 4.013 1.849 -3.480  0.0768
H -0.943 -2.201 -1.044  0.0370
H -5.929 1.333 -1.813  0.0825
N -3.036 -0.883 -0.982  -0.2445
H -2.765 -3.543 2.472  0.0381
C 2.009 1.928 0.274  -0.0465
H -1.194 -2.239 3.793  0.0209
C 3.939 -1.410 0.581  -0.0905
H 3.369 -2.271 0.219  0.0696
H -1.555 -2.348 6.585  0.0775
H 4.296 3.490 -2.877  0.0567
H 3.858 -1.407 1.670  0.0768
H 5.639 2.492 -1.251  0.0776
O -4.295 1.866 -0.744  -0.1491
H 4.217 0.665 0.090  0.0912
H -4.123 -2.918 0.654  0.0427
H 2.324 0.375 1.720  0.1386
C -5.502 2.241 -1.394  -0.1429
H -5.951 -4.892 5.009  0.0749
C -5.564 -5.857 4.668  -0.1707
H 3.250 -0.238 -1.093  0.1182
O 2.580 4.642 -1.799  -0.1397
H -5.321 2.952 -2.205  0.0778
H -3.898 2.654 -0.362  0.0743
H -0.422 -3.367 5.680  0.0797
N 0.635 -2.339 2.059  0.2131
C 1.272 4.959 -2.264  -0.1444
O 5.002 1.931 -1.700  -0.1408
C -0.917 -2.393 5.706  -0.1551
O -1.756 -2.200 4.574  -0.1412
F -1.133 2.299 0.796  0.1480
H -3.129 0.109 -1.190  -0.0415
C 0.809 -1.535 1.264  -0.2287
F -2.210 0.608 1.553  0.1314
C -0.448 0.141 -0.018  -0.3439
H -1.858 -1.839 0.970  0.0066
C 4.731 2.497 -2.985  -0.1419
H 4.673 3.753 -6.947  0.0732
C -4.386 -3.687 1.385  -0.1442
H 4.533 1.077 -6.058  0.0713
H 5.312 1.582 -7.566  0.0759
H -3.745 -5.274 4.362  0.0518
P -1.700 -1.273 -0.302  0.7947
C -1.005 1.015 1.148  -0.6098
N -0.402 1.435 -2.278  0.2261
C 0.968 -0.475 0.258  -0.2284
C -0.438 0.854 -1.293  -0.2253
H 2.968 5.440 -1.430  0.0791
H -5.049 -3.255 2.139  0.0797
H 4.982 -1.587 0.316  0.0739
C 3.444 -0.093 -0.026  -0.2270
H -4.904 -4.494 0.874  0.0799
O 4.689 3.087 -6.256  -0.1290
H 2.933 2.447 0.529  0.0897
H 1.879 2.067 -0.801  0.0748



Density functional theory data (ωB97M-V/def2-TZVPD) for C4H6N4O in the gas phase.

As for the SMILES: [H]/N=c1/cc(N)ncn1O. The HOMO energy is -8.5 eV. The LUMO energy comes out at 0.54 eV. The energy above the lowest of the compared OMol25 structures with the same formula, charge and spin comes out at 65.9 kcal per mole.

Each line ends with the natural charge from an NBO analysis.
Positions of all 15 atoms, in Å:
H -2.443 2.287 0.334  0.3774
C 0.137 -0.925 -1.034  0.4346
N 1.174 -0.597 -0.182  -0.1791
N 0.164 -1.794 -1.906  -0.7176
N -2.052 1.630 0.962  -0.8243
C 1.195 0.341 0.797  0.2905
H -1.755 2.111 1.786  0.3757
N 0.189 1.014 1.171  -0.5117
H 0.973 -2.361 -2.099  0.3677
H 2.215 -1.906 0.293  0.4719
C -1.172 0.093 -0.650  -0.3312
O 2.416 -1.257 -0.356  -0.5116
H 2.076 0.540 1.421  0.2125
C -0.965 0.821 0.476  0.3153
H -2.151 0.004 -1.013  0.2299



Density functional theory data (ωB97M-V/def2-TZVPD) for a molecular structure, C11H16IrO5P.

The spin multiplicity is 5. The HOMO energy (alpha / beta) is -14.1 / -18.1 eV. As for the total charge: +2. The LUMO energy (alpha / beta) comes out at -8.36 / -12.13 eV. The energy above the lowest of the compared OMol25 structures with the same formula, charge and spin comes out at 0.0 kcal per mole.

Each line ends with the natural charge from an NBO analysis.
Positions of all 34 atoms, in Å:
H 0.576 -3.166 2.645  0.2140
H 1.464 -2.091 3.762  0.2224
H -1.507 0.756 4.877  0.2203
H -2.229 2.275 4.395  0.2671
H -0.490 2.190 4.613  0.2304
C 1.596 0.491 2.787  -0.7620
C 1.804 0.582 4.293  -0.6136
C 1.857 -0.166 -0.403  0.5639
H -2.226 1.057 2.351  0.2426
H -0.950 -1.026 4.209  0.2859
Ir -0.118 -0.271 -0.386  0.3641
H 0.148 -3.122 4.362  0.2676
O -3.203 0.110 -0.011  -0.2932
C -0.291 -1.464 -1.996  0.5545
H 0.179 2.580 -1.132  0.3050
P -0.076 0.003 2.197  1.2082
C -0.577 -1.430 3.255  -0.7669
C -1.354 1.634 4.245  -0.6070
H 1.462 -0.308 4.831  0.2248
O 0.553 2.553 0.777  -0.2531
C -1.240 1.327 2.757  -0.7460
O -0.264 -3.302 0.326  -0.3358
H -1.454 -1.870 2.753  0.2481
H 2.877 0.683 4.494  0.2677
O -0.366 -2.178 -2.902  -0.2702
H 2.306 -0.224 2.348  0.2470
C -2.062 0.034 -0.174  0.5988
C 0.478 -2.505 3.513  -0.6242
H 1.320 1.466 4.718  0.2339
H -0.902 2.231 2.232  0.2757
C -0.192 -2.152 0.191  0.4953
C 0.268 1.931 -0.236  -0.2383
O 3.010 -0.158 -0.374  -0.3012
H 1.792 1.462 2.310  0.2743



Density functional theory data (ωB97M-V/def2-TZVPD) for a molecular structure, C3H10N4.

The HOMO energy is -18.4 eV. As for the total charge: +2. The LUMO energy comes out at -9.14 eV. The energy above the lowest of the compared OMol25 structures with the same formula, charge and spin comes out at 107.1 kcal per mole.

Each line ends with the natural charge from an NBO analysis.
Positions of all 17 atoms, in Å:
H -0.658 1.127 1.774  0.3367
H 0.723 -2.348 2.910  0.4995
H -0.021 0.806 -1.978  0.4200
H -1.802 2.288 -0.202  0.4359
H 2.010 0.836 -0.597  0.4142
N 1.515 -0.138 -0.779  -0.6798
H 2.050 -0.801 -1.438  0.4265
C -1.208 0.304 -0.027  0.1825
N 1.014 -1.711 2.049  -0.6543
H -1.814 -0.628 -0.301  0.2596
H -2.696 1.135 -0.937  0.4344
H 2.072 -1.710 1.944  0.4825
C -0.492 0.174 1.268  -0.3484
C 0.299 -0.686 1.716  0.5895
N -1.918 1.312 -0.342  -0.7361
N 0.217 0.138 -1.237  -0.4816
H -0.109 -0.838 -1.511  0.4192



Density functional theory data (ωB97M-V/def2-TZVPD) for a molecular structure, C36H27F9IN4O4PTa.

The HOMO energy is -17.4 eV. As for the total charge: +3. The LUMO energy comes out at -11.13 eV.

Each line ends with the Löwdin charge.
Positions of all 83 atoms, in Å:
O 0.291 0.524 -2.984  -0.3262
H 4.062 -1.434 0.322  0.0627
H 4.849 -1.785 1.875  0.1037
C 0.472 -2.387 3.722  -0.0683
H -2.144 -2.306 -2.528  0.1264
F -6.758 1.133 -1.888  0.1840
H 0.883 -4.276 2.795  0.1465
Ta 1.171 0.930 -1.335  1.6080
O 0.062 -0.596 -4.939  0.2077
C -0.627 3.774 -1.426  -0.5526
I 1.218 3.652 -2.468  1.2457
H 2.428 3.273 4.975  0.1456
H -3.642 5.242 -1.475  0.1378
H 0.313 -3.495 0.535  0.1157
O 2.500 0.573 -0.072  -0.2584
H -0.093 -0.437 4.411  0.1325
F 0.465 -4.109 5.320  0.1862
C 3.373 1.180 3.838  -0.0303
C 4.591 -0.998 1.170  0.0159
F -6.033 2.780 -0.683  0.1506
C 0.021 -1.083 3.551  0.0243
H 1.888 -2.200 -0.992  0.0988
C -0.171 -2.119 -1.679  -0.3765
C -1.658 4.559 -1.895  -0.0828
F 0.439 -2.071 6.057  0.1648
H 3.443 -0.301 -2.541  0.1388
H -1.573 5.116 -2.818  0.1248
H 1.347 4.871 4.020  0.1249
H 2.690 -0.519 -4.818  0.1886
C -2.217 -0.220 -0.557  -0.3434
C -3.064 -0.343 0.543  -0.0444
H 5.524 -0.560 0.810  0.1075
C 1.172 -2.523 -1.749  -0.1221
H -3.839 3.990 0.641  0.1309
C -2.664 0.401 -1.731  -0.0718
F 1.667 -5.917 -4.178  0.1821
C -0.167 -1.489 1.183  -0.3413
P -0.541 -0.862 -0.458  1.0692
F -6.927 1.052 0.270  0.1794
N 0.401 2.262 0.168  -0.1307
C -1.880 3.132 0.513  -0.0002
C 0.565 -3.253 2.642  0.0427
C 0.242 -2.809 1.369  -0.0291
H -2.740 -0.848 1.443  0.1120
C -6.156 1.440 -0.741  -0.5941
C 0.900 -2.873 5.093  -0.5974
C -0.296 -0.635 2.283  -0.0965
F 2.069 -4.212 -5.449  0.1594
C 0.632 -3.888 -3.639  -0.0673
H -2.032 0.469 -2.606  0.0990
H 3.319 1.184 -3.199  0.1265
H -1.974 2.565 1.431  0.1294
C 2.019 1.739 1.954  -0.0663
H 3.666 1.315 4.875  0.1459
C 0.911 2.440 1.362  0.0192
H 0.443 3.203 1.984  0.1407
H -1.417 -3.906 -4.264  0.1465
H -0.691 0.367 2.157  0.0981
F 0.140 -5.200 -5.538  0.1855
C 3.774 0.037 1.872  -0.2338
C -1.107 -2.613 -2.576  -0.0173
N 2.131 -0.172 -4.051  0.0574
C -2.820 4.627 -1.132  -0.0091
C 1.120 -4.829 -4.725  -0.5971
C 2.779 0.772 1.258  -0.2046
H -5.017 0.077 1.328  0.1409
H 0.922 2.392 4.815  0.1441
C 2.351 1.976 3.300  -0.0773
N 4.032 0.262 3.165  0.1857
C -0.699 -3.509 -3.558  0.0540
C 1.571 -3.411 -2.730  0.0184
F 2.239 -2.877 5.163  0.1671
O 1.075 4.047 3.603  -0.0505
C -2.928 3.924 0.060  -0.0153
H -4.305 1.393 -2.683  0.1447
C -4.350 0.175 0.482  0.0365
C -0.717 3.059 -0.237  -0.3599
C -4.778 0.813 -0.670  -0.0774
C 0.757 -0.138 -4.105  -0.6016
H 2.598 -3.750 -2.787  0.1431
N 2.766 0.367 -2.922  -0.0207
C -3.945 0.917 -1.780  0.0256
C 1.682 2.945 4.250  -0.1610



| no. | strongest force on any atom (eV/Å) |
| --- | --- |
| 1 | 1.99 |
| 2 | 1.48 |
| 3 | 5.60 |
| 4 | 6.55 |
| 5 | 5.04 |
| 6 | 0.78 |